1.
Formula: C4H12O
Source: the OMol25 dataset
Level of theory: wB97M-V/def2-TZVPD

For the orbital gap, the calculation gives 0.412 hartree. As for the SMILES: CCO.CC. The LUMO energy comes out at 0.953 eV. Its energy relative to the best compared isomer or geometry (same formula, charge and spin) is 33.53 kcal/mol.

```
! RIJCOSX wB97M-V def2-TZVPD def2/J DEFGRID3
* xyz 0 1
O -0.5047 -1.4639 -0.3311
C -0.4065 -1.9509 0.9759
C -0.0383 1.2380 -1.2671
C 0.2274 -0.8282 1.9322
C 0.6305 2.6408 -1.2915
H 0.1208 3.4477 -0.7929
H -1.1120 1.2705 -1.0564
H 1.6317 2.7254 -0.8709
H -1.3213 -2.2158 1.5088
H -0.3519 0.1220 2.0763
H 0.0164 0.8733 -2.3093
H 0.1928 -1.2473 2.9384
H 0.5689 0.6468 -0.6033
H -0.3108 -0.5085 -0.2892
H 1.1450 -0.4002 1.5626
H 0.3824 -2.7046 1.1419
H 0.6426 2.9241 -2.3408
*
```

2.
Formula: C5H10N2
Source: the OMol25 dataset
Level of theory: wB97M-V/def2-TZVPD

For the orbital gap, the calculation gives 0.315 hartree. As for the SMILES: C=NC/C=C\NC. The LUMO energy comes out at 1.144 eV. Its energy relative to the best compared isomer or geometry (same formula, charge and spin) is 54.99 kcal/mol.

```
! RIJCOSX wB97M-V def2-TZVPD def2/J DEFGRID3
* xyz 0 1
N -1.3438 -0.1798 -0.1871
N 1.7777 -0.5297 -0.2830
C -2.6035 -0.8977 -0.1026
C 1.5473 0.8617 -0.4896
C -0.9664 0.9892 0.4376
C 2.8815 -1.0483 0.0526
C 0.2919 1.4548 0.3075
H -1.7825 1.3915 0.9962
H -0.6146 -0.6899 -0.7663
H 0.6497 2.2928 0.8539
H 2.8172 -2.1409 0.1093
H 3.8723 -0.6319 0.3188
H -3.2415 -0.5957 -0.9592
H -2.5047 -1.9499 -0.2271
H 2.4946 1.4139 -0.3858
H -3.1610 -0.6176 0.8023
H 1.4673 0.8851 -1.5820
*
```

3.
Formula: C28H46BrKN9O6
Source: the OMol25 dataset
Level of theory: wB97M-V/def2-TZVPD

For the orbital gap (spin up / spin down), the calculation gives 0.239 / 0.220 hartree. The LUMO energy (spin up / spin down) comes out at 2.225 / 1.829 eV. Its energy relative to the best compared isomer or geometry (same formula, charge and spin) is 168.94 kcal/mol.

```
! RIJCOSX wB97M-V def2-TZVPD def2/J DEFGRID3
* xyz -1 1
Br 3.9001 -8.0461 2.4805
K -2.0805 0.9915 1.3314
O -2.2554 3.1374 1.2556
O 1.6321 -2.5473 -1.4602
O -2.5271 -0.4079 2.8926
O 0.6517 -1.7830 0.9976
O -1.3839 -1.7870 4.2017
O -3.4754 4.8212 0.4427
N 0.6333 0.0657 2.4978
N 1.3314 0.8362 -2.0181
N 0.4807 2.4207 -0.0909
N 2.1999 2.7161 -3.2473
N 2.0247 1.3460 -3.1279
N -1.3128 -1.1117 -0.0983
N 0.6200 -0.2050 -2.4393
N -2.2431 1.9577 -1.2322
N 1.6988 0.5914 -4.2141
C -3.4326 1.0565 -3.2461
C -0.6846 -2.1237 0.7280
C -3.4365 -2.2833 0.3084
C 0.8920 -0.3335 -3.7272
C 1.5110 4.4802 0.9312
C 2.1946 -4.3268 0.1767
C -2.3602 -2.3885 -1.9470
C 3.1229 -5.2405 -0.4550
C -2.6205 0.7588 -1.9747
C -1.5307 -0.7448 3.5600
C -0.2373 3.3962 -0.9150
C 2.2675 -5.7150 2.1700
C 2.8801 2.6557 -0.0228
C 3.6032 -6.3163 0.2283
C 1.7805 -4.6204 1.5188
C -3.3510 2.8135 -0.8419
C -1.2154 2.7364 -1.8883
C 0.9154 -1.3399 2.3218
C -3.3653 -0.2297 -1.0646
C -2.5864 -1.5093 -0.7032
C 3.1919 -6.5523 1.5413
C 1.5314 2.4064 2.1983
C -2.9995 3.6902 0.4128
C -0.3350 0.2765 3.5771
C 1.8361 -3.2842 -0.5751
C 1.7982 0.9491 2.6640
C 3.1039 0.3861 2.0947
C 1.5852 2.9498 0.7444
H 3.4200 -5.0439 -1.4731
H -1.6578 3.5484 -2.4899
H -1.2460 -2.2412 1.6564
H 2.9472 -0.0750 1.1237
H 1.4812 3.1336 -3.8431
H -0.7624 1.2770 3.4979
H -0.6702 2.0966 -2.5805
H -4.3900 1.5077 -2.9959
H -3.5980 0.2618 -0.1195
H 0.9839 1.4542 -1.1631
H 3.1087 2.8988 -3.6619
H 0.4811 -1.1113 -4.3369
H -4.3136 -0.5165 -1.5275
H -1.8636 -3.3137 -1.6619
H -0.1996 1.9665 0.5131
H 2.3436 4.8129 1.5472
H -0.6397 -0.9081 -0.8387
H 1.5829 5.0119 -0.0117
H 0.3141 -1.9298 3.0190
H -0.6516 -3.1107 0.2239
H -3.4521 -1.7546 1.2578
H -0.8014 4.0999 -0.3048
H -3.6670 3.4837 -1.6608
H -3.3025 -2.6499 -2.4251
H -4.2174 2.2127 -0.5604
H 3.7507 3.0083 0.5228
H -1.7282 -1.8825 -2.6727
H 0.1657 0.1734 4.5558
H 4.2981 -6.9937 -0.2452
H 3.5278 -0.3580 2.7676
H 1.0751 -3.9680 2.0009
H -2.8861 1.7416 -3.8933
H 2.2553 3.0064 2.7589
H -4.4575 -2.3869 -0.0548
H -1.6846 0.2902 -2.2946
H 0.5408 2.6727 2.5694
H 0.5873 4.7707 1.4213
H -3.0365 -3.2813 0.4690
H 1.9583 -1.6089 2.4905
H 3.8323 1.1873 2.0085
H 2.9813 1.5961 -0.2200
H 2.8468 3.1712 -0.9806
H 1.9668 1.0647 3.7577
H 1.9409 -5.9401 3.1749
H -3.6112 0.1352 -3.7967
H 0.4933 3.9478 -1.5098
*
```

4.
Formula: C3H6N2O
Source: the OMol25 dataset
Level of theory: wB97M-V/def2-TZVPD

For the orbital gap, the calculation gives 0.412 hartree. As for the SMILES: N#C[C@@H](N)CO. The LUMO energy comes out at 0.660 eV. Its energy relative to the best compared isomer or geometry (same formula, charge and spin) is 30.76 kcal/mol.

```
! RIJCOSX wB97M-V def2-TZVPD def2/J DEFGRID3
* xyz 0 1
O -1.9870 -0.3664 0.3790
N 2.4525 -0.6776 -1.3846
N 0.3392 1.1379 0.7230
C -0.9336 -0.5272 -0.5299
C 0.3917 -0.2256 0.1912
C 1.5536 -0.4806 -0.6829
H -0.9470 -1.5627 -0.8808
H 0.7049 1.1762 1.6663
H -1.0362 0.1385 -1.4009
H -1.8831 0.5331 0.7283
H 0.8885 1.7795 0.1603
H 0.4566 -0.9251 1.0311
*
```